C10H30O7S5V as an isolated structure, computed with the ωB97M-V functional and the def2-TZVPD basis.

XYZ file:
```
53
Properties=species:S:1:pos:R:3
O 14.468 10.517 8.399
V 13.936 9.555 9.633
O 12.316 9.707 9.752
C 15.573 6.176 12.416
S 13.916 6.696 11.725
O 14.059 8.190 11.254
C 13.807 5.444 10.349
H 15.955 6.927 13.108
H 16.316 6.135 11.619
H 15.525 5.262 13.008
H 12.760 5.521 10.058
H 13.900 4.424 10.723
H 14.624 5.554 9.636
C 11.742 8.880 6.670
S 13.047 7.595 6.940
O 13.752 7.895 8.234
C 14.040 8.139 5.535
H 11.850 9.834 7.186
H 10.824 8.425 7.044
H 11.538 9.048 5.613
H 15.016 7.663 5.630
H 14.366 9.175 5.628
H 13.501 8.076 4.590
C 18.504 7.557 10.055
S 17.240 8.243 8.893
O 15.960 8.654 9.650
C 18.074 9.847 8.454
H 19.334 7.270 9.408
H 18.221 6.668 10.619
H 18.926 8.331 10.696
H 17.573 10.179 7.545
H 19.139 9.633 8.367
H 18.011 10.587 9.252
C 17.069 9.978 12.584
S 16.270 11.357 11.682
O 15.033 10.859 10.991
C 15.952 12.391 13.121
H 18.015 10.347 12.981
H 17.285 9.191 11.862
H 16.435 9.619 13.395
H 16.760 12.731 13.768
H 15.207 11.912 13.756
H 15.473 13.271 12.691
C 9.000 10.219 8.763
S 7.652 9.427 7.861
O 8.260 8.393 6.854
C 7.064 8.356 9.272
H 9.510 10.930 8.113
H 9.834 9.550 8.975
H 8.781 10.588 9.765
H 6.449 7.546 8.878
H 6.445 8.929 9.962
H 7.968 8.118 9.832
```

For the energy above the lowest of the compared OMol25 structures with the same formula, charge and spin, the calculation gives 0.0 kcal per mole. The value obtained for the lowest unoccupied orbital energy is -0.0960 Ha. The net charge is +1. For the HOMO-LUMO gap, the calculation gives 8.02 eV. The total energy comes out at -105043.4852 eV.